Molecular formula: C29H33F13N2O10
Method: DFT, ωB97M-V with the def2-TZVPD basis set

The SMILES is [H]/N=C(/C)Cc1cc(CCF)c2c(c1)C(=O)NC2=O.CCOC(=O)C(F)(F)F.CCOC(=O)C(F)(F)F.CCOC(=O)C(F)(F)F.CCOC(=O)C(F)(F)F. The value obtained for the molecular weight is 816.561 g/mol. The value obtained for the HOMO energy is -10.0937 eV. The value obtained for the LUMO energy is -0.5364 eV. Its total energy is -3285.1020 a.u.

Geometry (Å):
C 5.78 3.52 3.34
C -5.47 -5.14 -1.09
O 7.70 1.58 5.58
H 1.72 0.81 -1.67
C 2.52 0.17 -2.05
H -3.75 -0.46 3.54
O -1.22 -1.36 3.01
F 7.23 -2.07 -2.26
C 7.26 2.36 4.77
H -3.23 0.31 -8.43
H 1.74 4.26 4.84
C 0.81 3.69 4.87
F 5.55 -3.02 -3.20
H 0.32 3.75 5.84
C -5.40 -0.76 -5.94
H 4.51 5.92 2.27
H -4.75 -2.63 -2.93
O 3.82 -1.83 -1.58
C 4.74 1.86 4.72
H -5.13 -1.48 3.94
N 8.02 3.37 4.08
C 4.57 3.86 2.78
C -2.88 0.29 -7.40
F 4.73 4.94 -0.66
O 7.59 4.91 2.38
H 3.40 4.92 1.37
C -3.88 0.95 -6.48
H -3.56 0.91 -5.44
C -5.10 -5.43 0.37
F -6.99 -2.51 -5.76
H 2.34 1.45 5.78
C -4.42 -1.22 3.16
C -6.84 -1.24 -6.16
F -5.45 -4.43 1.19
O -5.19 0.35 -6.62
H 3.39 0.79 -2.25
H 3.18 -0.50 -0.10
H -4.00 1.99 -6.74
H 8.14 4.08 4.81
H 2.21 0.46 4.30
C 7.18 4.07 3.13
F -0.30 -2.55 0.18
C 2.27 1.48 4.68
C 5.39 4.86 0.55
C -5.40 -3.47 -2.75
H -7.52 -3.91 -2.77
N 0.02 1.71 3.76
C 5.83 2.53 4.30
C 0.98 2.26 4.39
F 0.23 -0.57 0.86
H 1.96 -1.51 -0.84
H 6.11 5.67 0.62
O 5.47 -0.42 -0.99
C -0.80 -1.39 0.63
C -3.66 -2.45 2.72
F -1.53 -0.87 -0.36
C 6.01 -2.54 -2.04
F -3.77 -5.60 0.51
H 0.13 4.18 4.17
C 5.09 -1.44 -1.48
C -1.62 -1.61 1.91
C 2.84 -0.91 -1.05
H 0.31 0.76 3.52
H 2.20 -0.27 -3.00
H -2.73 -0.76 -7.13
H -3.09 -2.89 3.54
H -4.35 -3.21 2.36
F 6.10 -3.56 -1.18
C -6.85 -3.06 -2.93
F -5.67 -6.54 0.83
C 3.52 2.20 4.19
H -4.96 -0.79 2.31
F -7.20 -1.18 -7.44
H 2.49 3.41 2.81
C 3.46 3.18 3.22
H -1.92 0.79 -7.34
O -5.15 -3.89 -1.39
F -7.70 -0.50 -5.46
O -2.79 -2.15 1.61
C 4.43 4.96 1.74
H 5.97 3.93 0.58
H -7.12 -2.29 -2.21
O -5.95 -5.94 -1.83
H -5.12 -4.26 -3.44
H -7.00 -2.68 -3.94
O -4.61 -1.31 -5.23
H 4.84 1.10 5.49

Results of the Löwdin charge analysis, in e, for atoms 1 through 8: number 1, C, carries -0.043; number 2, C, carries -0.403; number 3, O, carries 0.135; number 4, H, carries 0.081; number 5, C, carries -0.051; number 6, H, carries 0.079; number 7, O, carries 0.162; number 8, F, carries 0.173